Record 1
Computed, not measured: C46H51AuF2N6OTe as an isolated structure at a distorted geometry, with ωB97M-V/def2-TZVPD.

ORCA input file:
```
! RIJCOSX wB97M-V def2-TZVPD def2/J DEFGRID3
* xyz 1 2
Au 0.032 -0.081 0.005
F -3.852 -3.708 0.499
C -2.639 -3.289 0.888
C -2.140 -2.113 0.352
C -0.881 -1.702 0.743
C -0.120 -2.421 1.682
C -0.697 -3.578 2.186
F -0.031 -4.280 3.118
C -1.943 -4.041 1.807
C 1.186 -1.884 2.179
C 2.296 -2.654 2.488
C 3.436 -2.015 2.941
C 3.440 -0.635 3.085
C 2.298 0.061 2.734
N 1.197 -0.549 2.289
H -2.753 -1.545 -0.334
H -2.354 -4.950 2.223
H 2.274 -3.725 2.351
H 4.321 -2.591 3.179
H 4.312 -0.108 3.449
H 2.250 1.142 2.804
C 0.537 -0.077 -3.306
C 0.397 -0.516 -4.790
N -0.388 -1.747 -4.873
C 0.216 -2.774 -4.022
C 0.162 -2.329 -2.533
N -0.323 -0.925 -2.461
C -1.705 -0.873 -2.976
C -1.748 -1.481 -4.409
H 0.246 0.963 -3.166
H 1.557 -0.195 -2.948
H 1.376 -0.692 -5.240
H -0.113 0.252 -5.376
H 1.246 -2.924 -4.347
H -0.327 -3.707 -4.171
H 1.139 -2.372 -2.062
H -0.523 -2.950 -1.954
H -2.021 0.174 -2.983
H -2.349 -1.430 -2.298
H -2.230 -0.795 -5.108
H -2.302 -2.420 -4.417
C -4.171 3.490 0.438
N -3.136 2.526 0.812
C -2.878 2.061 2.087
C -1.834 1.202 1.982
N -1.458 1.152 0.655
C -2.259 1.952 -0.021
H -4.766 3.716 1.318
H -4.818 3.069 -0.327
H -3.718 4.407 0.072
H -3.459 2.379 2.936
H -1.327 0.620 2.736
H -2.223 2.129 -1.086
C 4.468 9.327 0.251
C 3.785 7.995 0.072
C 2.636 7.675 0.773
C 2.013 6.430 0.662
C 0.792 6.202 1.534
C 2.558 5.502 -0.235
Te 1.633 3.479 -0.284
N 1.575 1.268 -0.500
C 2.484 0.331 -0.508
O 2.028 -0.884 -0.492
C 3.961 0.509 -0.566
C 4.623 1.525 0.116
C 6.005 1.633 0.042
C 6.735 0.715 -0.701
C 6.082 -0.319 -1.363
C 4.700 -0.423 -1.294
C 0.882 3.692 -2.256
C -0.335 4.366 -2.446
C -1.161 4.965 -1.328
C -0.813 4.546 -3.744
C -0.119 4.097 -4.856
C -0.632 4.334 -6.253
C 1.076 3.427 -4.643
C 1.598 3.212 -3.372
C 2.915 2.473 -3.318
C 3.738 5.786 -0.941
C 4.407 4.819 -1.885
C 4.322 7.035 -0.779
H 3.912 9.968 0.934
H 4.566 9.847 -0.704
H 5.473 9.193 0.654
H 2.208 8.406 1.454
H 0.951 6.652 2.514
H 0.564 5.150 1.683
H -0.089 6.679 1.100
H 4.069 2.216 0.739
H 6.511 2.429 0.574
H 7.814 0.798 -0.755
H 6.650 -1.046 -1.929
H 4.179 -1.223 -1.803
H -0.994 4.472 -0.371
H -2.222 4.906 -1.577
H -0.914 6.021 -1.202
H -1.753 5.073 -3.882
H -1.584 4.862 -6.241
H -0.772 3.391 -6.785
H 0.079 4.928 -6.828
H 1.638 3.061 -5.499
H 2.847 1.542 -3.883
H 3.229 2.226 -2.313
H 3.702 3.070 -3.781
H 4.130 3.788 -1.679
H 5.492 4.896 -1.807
H 4.133 5.042 -2.920
H 5.234 7.260 -1.325
*
```

expectation value of S²: 0.758
energy above the lowest of the compared OMol25 structures with the same formula, charge and spin: 58.7 kJ/mol
orbital gap (alpha / beta): 6.83 / 6.01 eV
E_LUMO (alpha / beta): -2.94 / -3.89 eV
total energy: -75930.1862 eV

Results of the Löwdin charge analysis, in e, for atoms 1 through 5: 1.282, 0.081, -0.269, -0.045, -0.215

Record 2
Computed, not measured: C46H51BrN3S5ScSi4Te as an isolated structure at a distorted geometry, with ωB97M-V/def2-TZVPD.

ORCA input file:
```
! RIJCOSX wB97M-V def2-TZVPD def2/J DEFGRID3
* xyz -2 1
Sc -0.580 2.022 0.026
S -1.527 3.689 2.035
C -2.411 2.260 2.302
C -3.516 2.222 3.191
C -4.274 1.088 3.299
C -3.935 -0.035 2.531
C -2.834 0.055 1.717
N -2.068 1.148 1.601
H -3.737 3.121 3.749
H -5.132 1.060 3.961
H -4.510 -0.950 2.578
H -2.529 -0.797 1.117
S -1.051 -0.819 -1.473
C 0.079 -0.827 -2.824
C -0.148 -1.672 -3.909
C 0.716 -1.688 -4.989
C 1.835 -0.859 -4.979
C 2.069 -0.022 -3.908
C 1.189 0.035 -2.814
S 1.531 1.117 -1.510
H -1.017 -2.316 -3.909
H 0.522 -2.348 -5.825
H 2.528 -0.864 -5.813
H 2.931 0.633 -3.883
S 2.324 0.358 4.999
C 3.604 -0.236 6.004
C 4.799 0.294 5.631
C 4.709 1.165 4.518
C 3.428 1.298 4.013
C 2.980 2.061 2.888
C 1.740 1.831 2.297
N 1.259 2.448 1.231
C 2.019 3.488 0.665
C 3.309 3.802 1.217
C 4.042 4.884 0.620
C 3.553 5.582 -0.426
C 2.278 5.266 -1.006
C 1.767 5.933 -2.092
C 0.498 5.563 -2.642
C -0.161 4.506 -2.012
N 0.284 3.836 -0.966
C 1.525 4.191 -0.418
C -0.099 6.238 -3.757
C -1.297 6.003 -4.411
C -1.567 6.910 -5.459
C -0.592 7.844 -5.637
S 0.687 7.623 -4.491
C 3.791 3.083 2.283
H 3.379 -0.934 6.794
H 5.730 0.061 6.132
H 5.564 1.642 4.060
H 1.095 1.074 2.742
H 5.011 5.129 1.044
H 4.117 6.399 -0.863
H 2.331 6.744 -2.542
H -1.122 4.188 -2.398
H -1.961 5.193 -4.142
H -2.462 6.873 -6.066
H -0.535 8.650 -6.351
H 4.763 3.322 2.699
Br -6.079 3.635 -4.100
C -4.612 3.062 -2.991
C -3.542 2.405 -3.564
C -2.495 2.000 -2.742
C -2.442 2.229 -1.355
C -3.570 2.909 -0.855
C -4.646 3.320 -1.636
H -3.518 2.214 -4.630
H -1.672 1.484 -3.233
H -3.624 3.160 0.200
H -5.489 3.839 -1.196
C -0.368 -5.640 3.508
Si -0.116 -3.802 3.078
C -1.477 -2.838 3.980
C 1.545 -3.287 3.830
Si -0.103 -3.377 0.761
Te 0.463 -0.886 0.408
Si -2.029 -4.441 -0.113
C -3.624 -3.922 0.782
C -1.861 -6.326 0.111
C -2.381 -4.203 -1.957
Si 1.854 -4.336 -0.177
C 3.379 -3.366 0.393
C 1.782 -4.208 -2.068
C 2.171 -6.158 0.281
H -0.234 -5.812 4.579
H 0.352 -6.265 2.972
H -1.370 -5.982 3.237
H -1.336 -2.873 5.063
H -2.472 -3.230 3.754
H -1.460 -1.788 3.676
H 1.471 -3.120 4.906
H 1.893 -2.354 3.382
H 2.314 -4.044 3.655
H -3.609 -4.204 1.838
H -4.499 -4.386 0.320
H -3.757 -2.838 0.728
H -1.700 -6.598 1.157
H -1.011 -6.705 -0.462
H -2.759 -6.841 -0.239
H -2.498 -3.141 -2.171
H -3.300 -4.712 -2.255
H -1.563 -4.582 -2.575
H 3.282 -2.321 0.092
H 4.303 -3.756 -0.040
H 3.482 -3.382 1.481
H 1.522 -3.185 -2.359
H 1.026 -4.872 -2.496
H 2.743 -4.447 -2.530
H 2.307 -6.263 1.361
H 3.073 -6.534 -0.208
H 1.335 -6.797 -0.012
*
```

energy above the lowest of the compared OMol25 structures with the same formula, charge and spin: 208.6 kJ/mol
orbital gap (alpha / beta): 3.17 / 3.24 eV
E_LUMO (alpha / beta): 3.56 / 3.56 eV
total energy: -236731.2685 eV

Results of the Löwdin charge analysis, in e, for atoms 1 through 5: 0.608, 0.642, -0.817, -0.115, -0.088

Record 3
Computed, not measured: C46H51F3N4O4S3 as an isolated structure at a distorted geometry, with ωB97M-V/def2-TZVPD.

ORCA input file:
```
! RIJCOSX wB97M-V def2-TZVPD def2/J DEFGRID3
* xyz 0 1
C 3.678 2.831 -1.229
C 3.915 1.757 -0.166
C 4.916 2.249 0.881
C 4.353 0.475 -0.878
C 5.679 0.042 -0.933
C 6.028 -0.994 -1.801
C 5.068 -1.617 -2.593
C 3.733 -1.205 -2.550
C 2.722 -1.771 -3.556
C 2.405 -3.237 -3.301
C 3.215 -1.531 -4.980
C 3.390 -0.205 -1.637
N 2.003 0.212 -1.508
N 1.441 1.014 -2.427
N 0.115 0.885 -2.228
C -0.774 1.684 -3.008
C -1.503 1.082 -4.046
C -1.007 -0.216 -4.685
C 0.018 0.104 -5.775
C -2.138 -1.079 -5.227
C -2.583 1.790 -4.566
C -2.823 3.101 -4.151
C -1.962 3.739 -3.264
C -0.887 3.045 -2.707
C 0.138 3.764 -1.830
C -0.466 4.229 -0.506
C 0.815 4.909 -2.594
C -0.185 -0.056 -1.224
C -1.559 -0.502 -0.980
C -1.869 -1.878 -0.795
C -3.186 -2.307 -0.681
C -4.246 -1.405 -0.741
C -3.962 -0.048 -0.901
C -2.649 0.406 -1.003
C 1.024 -0.457 -0.774
C 1.574 -1.273 0.318
H 3.000 2.476 -2.015
H 3.253 3.737 -0.778
H 4.634 3.083 -1.716
H 2.955 1.543 0.345
H 5.143 1.468 1.618
H 5.850 2.565 0.395
H 4.489 3.112 1.407
H 6.431 0.564 -0.335
H 7.071 -1.296 -1.867
H 5.355 -2.398 -3.301
H 1.806 -1.189 -3.410
H 1.975 -3.365 -2.303
H 1.688 -3.610 -4.041
H 3.314 -3.846 -3.363
H 3.467 -0.473 -5.110
H 4.112 -2.124 -5.185
H 2.449 -1.794 -5.715
H -0.495 -0.781 -3.893
H 0.843 0.709 -5.377
H 0.444 -0.812 -6.202
H -0.458 0.673 -6.586
H -2.906 -1.241 -4.464
H -2.598 -0.605 -6.101
H -1.742 -2.053 -5.531
H -3.210 1.328 -5.331
H -3.687 3.642 -4.543
H -2.091 4.792 -3.001
H 0.924 3.033 -1.605
H -0.896 3.371 0.031
H 0.308 4.685 0.129
H -1.265 4.966 -0.689
H 1.280 4.523 -3.512
H 0.084 5.679 -2.879
H 1.599 5.373 -1.978
H -1.057 -2.604 -0.775
H -3.385 -3.365 -0.549
H -5.285 -1.735 -0.664
H -4.777 0.676 -0.908
H -2.436 1.472 -1.149
H 1.723 -2.351 0.132
H 2.509 -0.833 0.682
F 0.933 1.361 2.145
C 0.936 0.069 2.605
F 2.186 -0.224 3.042
F 0.086 0.034 3.661
S 0.288 -1.121 1.422
N -1.597 -2.483 5.156
S -0.264 -3.192 5.828
C -1.116 -2.769 7.333
C -0.353 -2.233 8.351
C -1.006 -1.919 9.544
C -2.403 -2.092 9.620
C -3.174 -2.574 8.542
C -2.498 -2.911 7.380
O -0.281 -4.632 5.719
O 0.981 -2.460 5.783
S -2.338 -2.814 3.763
C -3.013 -1.158 3.455
C -3.972 -0.782 4.391
C -4.502 0.511 4.379
C -4.097 1.433 3.399
C -3.169 1.045 2.427
C -2.662 -0.258 2.430
O -1.510 -3.152 2.636
O -3.477 -3.630 4.035
H 0.709 -2.068 8.175
H -0.386 -1.573 10.382
H -2.907 -1.869 10.558
H -4.263 -2.718 8.590
H -3.048 -3.256 6.513
H -4.293 -1.496 5.147
H -5.229 0.785 5.147
H -4.501 2.449 3.385
H -2.868 1.754 1.645
H -2.046 -0.587 1.588
*
```

orbital gap: 5.68 eV
E_LUMO: -1.41 eV
total energy: -103334.3354 eV

Results of the Löwdin charge analysis, in e, for atoms 1 through 5: -0.054, -0.361, -0.066, -0.127, -0.005